1.
Entry from OMol25: a single C6H9N molecule (ωB97M-V with the def2-TZVPD basis set).

```
16
Properties=species:S:1:pos:R:3:forces:R:3
H 1.315 -2.360 0.308 -0.14 0.20 0.06
C -2.111 0.135 -1.208 0.16 0.00 0.15
H -1.948 0.431 -2.243 -0.02 -0.17 0.12
N 1.903 0.853 0.811 0.48 0.14 0.29
H 0.150 0.576 2.023 0.29 0.03 -0.40
H 0.708 2.688 0.501 0.22 -0.54 0.21
H 0.139 -2.407 1.624 0.06 0.23 -0.12
C 0.519 0.445 0.995 -0.07 0.61 -0.08
C -0.123 -0.702 0.280 -0.77 -0.59 -0.42
H -0.350 -2.853 -0.003 0.08 0.28 0.03
C -1.146 -0.373 -0.485 0.39 0.08 0.13
C 0.269 -2.149 0.565 -0.09 0.04 -0.03
H -3.088 0.351 -0.778 0.15 -0.18 -0.07
H 2.448 0.315 0.148 -0.28 -0.19 -0.05
H 0.735 1.530 -0.899 -0.01 -0.02 0.17
C 0.874 1.654 0.174 -0.46 0.07 0.03
```
Positions in Å, forces in eV/Å.

As for the energy above the lowest of the compared OMol25 structures with the same formula, charge and spin: 70.7 kcal per mole. The value obtained for the gap between HOMO and LUMO is 10.2 eV. As for the molar mass: 95.1 g mol⁻¹. As for the SMILES: C=C=C(C)[C@@H]1CN1. Its lowest unoccupied orbital energy is 1.0 eV.

2.
Entry from OMol25: a single C3H5NO molecule (ωB97M-V with the def2-TZVPD basis set).

```
10
Properties=species:S:1:pos:R:3:forces:R:3
O 1.991 0.386 -0.181 0.57 1.00 -1.22
C -0.401 0.812 -0.071 -5.02 0.02 -1.15
H -0.240 1.779 -0.608 -0.08 -0.97 0.50
C 1.401 -0.860 -0.103 0.91 -1.27 2.40
C -1.751 0.314 0.076 3.09 0.55 1.33
H -2.711 0.829 -0.165 1.50 0.07 -0.33
H 1.184 -1.496 -0.920 -0.82 0.35 -1.42
N 0.730 0.223 0.473 -1.53 -0.06 1.02
H -1.991 -0.542 0.784 0.86 0.82 -1.15
H 1.790 -1.445 0.715 0.51 -0.52 0.03
```
Positions in Å, forces in eV/Å.

As for the energy above the lowest of the compared OMol25 structures with the same formula, charge and spin: 104.4 kcal per mole. The value obtained for the gap between HOMO and LUMO is 9.8 eV. As for the molar mass: 71.1 g mol⁻¹. As for the SMILES: C=CN1CO1. Its lowest unoccupied orbital energy is 1.1 eV.

3.
Entry from OMol25: 2 unconnected molecules or ions with the total composition C10H21ClNO2 (ωB97M-V with the def2-TZVPD basis set).

```
35
Properties=species:S:1:pos:R:3:forces:R:3
O 0.916 1.276 -2.182 0.14 0.08 -0.33
C 0.330 -3.283 3.596 -0.57 0.28 -1.43
H -0.454 -3.956 4.003 0.50 0.76 0.14
C 0.621 4.564 -3.644 0.11 0.02 0.58
H -0.203 5.175 -3.268 0.00 0.12 -0.22
H 1.059 0.209 1.042 -0.58 0.47 0.02
C -0.825 -0.161 -0.010 0.03 0.41 -0.69
N 0.805 3.434 -2.758 -0.03 -0.07 -0.31
H 1.028 -5.154 2.661 0.26 0.71 -0.21
H -0.316 1.002 1.871 0.03 -0.38 -0.56
H -0.612 -1.290 3.896 0.28 -0.65 -0.41
H -0.552 2.105 -4.772 0.08 0.06 -0.12
H 1.014 3.614 -1.788 -0.03 -0.01 0.00
H 0.341 1.699 0.362 -0.25 -0.66 0.24
H 0.401 4.251 -4.660 0.01 -0.07 0.06
H -1.092 -2.661 1.145 -0.53 0.44 0.53
H 1.533 5.165 -3.642 -0.09 0.12 -0.21
C 1.067 -4.060 2.451 0.13 0.14 0.60
H -0.356 -1.144 -0.258 -0.09 0.61 0.56
H -3.332 -1.075 1.958 0.58 0.57 -0.54
O -2.150 -0.354 0.457 0.37 0.51 0.21
C 0.425 1.717 -4.477 -0.03 -0.05 -0.13
H 2.119 -3.705 2.426 -0.56 -0.37 -0.11
H 1.197 2.094 -5.150 -0.13 0.07 -0.07
H 0.567 -1.411 2.551 -0.14 -0.25 0.41
H 0.402 0.632 -4.551 0.02 0.06 0.15
H -1.996 -0.082 2.576 0.05 -0.46 -0.62
C 0.734 2.105 -3.054 0.08 -0.27 0.45
Cl 1.568 -2.892 4.924 -0.32 -0.36 -0.11
C -1.505 -2.221 2.094 1.15 0.99 0.54
C -2.243 -0.866 1.803 -0.55 -1.91 0.88
C 0.095 0.742 0.877 0.55 -0.14 -0.15
H 0.611 -3.872 1.457 0.04 -0.02 0.75
C -0.275 -1.950 3.060 -0.39 -0.37 -0.55
H -0.922 0.353 -0.994 -0.14 -0.38 0.67
```
Positions in Å, forces in eV/Å.

The net charge is -1. The value obtained for the gap between HOMO and LUMO is 3.7 eV. As for the molar mass: 222.7 g mol⁻¹. Its lowest unoccupied orbital energy is 2.4 eV.

4.
Entry from OMol25: a single C6H6O2 molecule (ωB97M-V with the def2-TZVPD basis set).

```
14
Properties=species:S:1:pos:R:3:forces:R:3
C -0.002 -0.409 -0.561 -3.00 1.78 2.33
C -1.304 -1.270 -0.566 -4.94 -0.15 2.09
H 0.130 2.609 1.151 0.24 -0.67 -0.57
H 1.014 -1.746 0.908 -0.25 1.45 -0.44
H -0.711 1.713 -1.306 0.73 -1.34 1.66
O -1.960 -1.754 0.422 3.74 1.90 -3.98
C 0.199 1.593 0.728 -0.78 -1.14 0.10
H 1.077 0.456 2.435 0.68 -0.18 1.55
C -0.278 1.094 -0.425 -1.79 2.36 -0.88
C 0.741 -0.693 0.597 1.43 -0.25 6.25
O 0.638 -0.535 -1.671 5.89 -1.10 -6.27
H 1.659 -0.274 -1.614 -3.54 -0.81 0.13
H -1.926 -1.181 -1.559 1.46 -0.52 1.17
C 0.721 0.397 1.461 0.12 -1.35 -3.13
```
Positions in Å, forces in eV/Å.

As for the energy above the lowest of the compared OMol25 structures with the same formula, charge and spin: 67.5 kcal per mole. The value obtained for the gap between HOMO and LUMO is 8.7 eV. As for the molar mass: 110.1 g mol⁻¹. As for the SMILES: O=CC1(O)C=CC=C1. Its lowest unoccupied orbital energy is 0.0 eV.